[1]
Computed, not measured: C2H4N2S2 in the gas phase, with ωB97M-V/def2-TZVPD.

```
10
C2H4N2S2, DFT ωB97M-V/def2-TZVPD
C -0.513 -0.828 1.051
C -0.058 0.988 -0.648
N -0.139 -1.287 -0.171
N 0.925 -0.040 -0.817
S 2.141 -0.466 -1.693
S -0.687 1.085 1.039
H -1.347 -1.321 1.611
H 0.194 -0.837 1.830
H 0.363 1.936 -0.931
H -0.879 0.768 -1.271
```

Properties
- net charge = 0
- SMILES = [S-][N+]1=NCSC1
- energy relative to the best compared isomer or geometry (same formula, charge and spin) (kcal per mole) = 130.7
- DFT total energy (hartree) = -984.3066
- LUMO level (alpha / beta) (eV) = -1.25 / -0.94
- multiplicity = 1
- HOMO-LUMO gap (alpha / beta) (eV) = 7.1433 / 7.8865

***

[2]
Computed, not measured: a molecular structure, C48H77Al2B2Cl4F10N3O13, with ωB97M-V/def2-TZVPD.

```
159
C48H77Al2B2Cl4F10N3O13, DFT ωB97M-V/def2-TZVPD
C 4.531 4.188 -1.437
C 5.798 3.379 -1.736
C 5.754 1.994 -1.070
C 5.451 0.856 -2.071
C 4.379 -0.117 -1.537
C 4.655 -1.562 -1.958
C 3.994 -2.565 -1.022
C 2.462 -2.543 -1.076
C 1.874 -3.143 0.211
C 0.810 -4.219 -0.055
C -0.136 -4.409 1.122
C -1.198 -3.316 1.298
C -2.023 -2.956 0.061
C -2.387 -1.447 0.074
C -3.869 -1.151 -0.177
C -4.159 -0.407 -1.490
C -5.405 -1.098 -2.169
C -4.999 -2.330 -2.989
O -5.594 -2.351 -4.273
O -3.135 -0.351 -2.460
B -3.191 0.842 -3.199
C -3.224 0.488 -4.861
C -4.288 1.283 -5.626
O -4.182 1.660 -2.616
C -4.480 1.110 -1.334
C -3.710 1.899 -0.275
C -4.546 3.073 0.234
C -3.691 4.111 0.966
C -3.384 3.756 2.427
O -3.224 2.369 2.647
C -4.344 1.696 3.187
H 4.615 4.662 -0.464
H 4.432 4.973 -2.185
H 3.644 3.560 -1.494
H 5.863 3.286 -2.819
H 6.682 3.927 -1.420
H 4.984 1.977 -0.303
H 6.713 1.801 -0.594
H 6.377 0.322 -2.274
H 5.095 1.261 -3.016
H 3.425 0.213 -1.946
H 4.338 -0.051 -0.451
H 5.733 -1.716 -1.945
H 4.324 -1.717 -2.988
H 4.288 -2.275 -0.012
H 4.344 -3.575 -1.228
H 2.150 -1.507 -1.188
H 2.146 -3.143 -1.929
H 2.688 -3.635 0.741
H 1.467 -2.395 0.891
H 0.316 -4.053 -1.010
H 1.347 -5.163 -0.165
H -0.585 -5.401 1.136
H 0.478 -4.370 2.023
H -0.742 -2.437 1.748
H -1.898 -3.690 2.047
H -2.937 -3.547 0.042
H -1.481 -3.139 -0.862
H -1.768 -0.958 -0.673
H -2.103 -1.012 1.028
H -4.454 -2.069 -0.180
H -4.284 -0.533 0.622
H -5.863 -0.368 -2.845
H -6.136 -1.427 -1.405
H -5.382 -3.217 -2.489
H -3.919 -2.443 -3.042
H -5.643 -1.462 -4.630
H -2.130 1.511 -3.001
H -2.255 0.715 -5.291
H -3.366 -0.581 -4.985
H -5.049 0.610 -6.019
H -4.770 2.068 -5.053
H -3.820 1.744 -6.493
H -5.552 1.283 -1.208
H -3.421 1.246 0.542
H -2.795 2.296 -0.706
H -5.337 2.733 0.904
H -4.994 3.559 -0.634
H -4.156 5.094 0.936
H -2.748 4.205 0.428
H -2.452 4.251 2.691
H -4.145 4.188 3.079
H -5.197 2.352 3.343
H -4.049 1.214 4.115
H -4.654 0.908 2.490
C 5.884 -0.733 5.643
C 5.441 -0.258 4.242
C 4.084 -0.746 3.727
F 4.043 -2.081 3.570
F 3.835 -0.200 2.507
F 6.403 -0.534 3.332
F 5.337 1.098 4.310
O 6.814 -1.811 5.722
C 6.434 -3.133 5.736
C 7.018 -3.894 4.538
F 6.573 -3.375 3.377
F 6.620 -5.184 4.599
F 5.103 -3.279 5.814
F 6.961 -3.691 6.845
H 6.429 0.108 6.061
H 5.030 -0.890 6.305
H 3.280 -0.439 4.401
H 8.108 -3.847 4.554
N -1.771 1.889 -8.418
C -1.226 3.080 -8.848
C -0.757 3.286 -10.155
C -0.745 2.280 -11.055
C -1.273 0.992 -10.614
C -1.799 0.906 -9.251
H -1.163 3.941 -8.121
H -0.391 4.298 -10.374
H -0.367 2.397 -12.061
H -1.371 0.159 -11.300
H -2.240 -0.021 -8.900
C -9.347 -3.012 -1.290
Cl -9.975 -4.600 -1.082
Cl -8.490 -2.456 0.207
Cl -8.243 -2.887 -2.660
H -10.170 -2.327 -1.455
Al 0.415 6.008 -10.800
Cl 0.624 0.302 -10.524
B 4.256 1.473 10.737
O 5.116 2.143 9.672
C 5.286 1.371 8.662
O 5.900 1.590 7.659
C 4.504 0.005 8.956
O 4.449 -0.938 8.212
O 3.956 0.114 10.110
F 3.100 2.169 10.914
F 4.962 1.315 11.885
O -1.966 5.247 -8.529
H -2.710 5.132 -7.923
C -13.214 -4.348 2.488
C -11.949 -3.675 2.018
O -11.771 -3.400 0.836
N -11.013 -3.386 2.955
C -11.065 -3.643 4.386
H -13.858 -4.513 1.631
H -12.990 -5.310 2.949
H -13.739 -3.719 3.206
H -10.194 -2.937 2.584
H -10.985 -2.705 4.936
H -10.235 -4.288 4.678
H -11.995 -4.128 4.658
Al -7.279 -0.182 -0.560
C 10.959 1.943 2.164
C 11.439 3.146 1.665
C 10.557 4.154 1.312
C 9.202 3.936 1.470
C 8.702 2.742 1.958
C 9.592 1.740 2.306
N 8.257 5.009 1.118
O 8.709 6.041 0.671
O 7.077 4.789 1.298
H 11.652 1.160 2.443
H 12.503 3.302 1.554
H 10.922 5.093 0.924
H 7.639 2.594 2.070
H 9.218 0.802 2.692
```

Properties
- net charge = +2
- DFT total energy (hartree) = -6390.6598
- LUMO level (eV) = -10.13
- multiplicity = 1
- HOMO-LUMO gap (eV) = 1.0075

***

[3]
Computed, not measured: a molecular structure, Cl6V, with ωB97M-V/def2-TZVPD.

```
7
Cl6V, DFT ωB97M-V/def2-TZVPD
V 0.042 -0.007 -0.255
Cl 2.770 -0.117 -0.072
Cl 0.390 1.063 2.506
Cl 0.318 2.399 -0.919
Cl 0.039 -2.699 0.142
Cl -1.130 -0.480 -2.510
Cl -2.429 -0.159 1.108
```

Properties
- net charge = -2
- energy relative to the best compared isomer or geometry (same formula, charge and spin) (kcal per mole) = 10.7
- DFT total energy (hartree) = -3705.3209
- LUMO level (alpha / beta) (eV) = 4.61 / 2.07
- multiplicity = 4
- HOMO-LUMO gap (alpha / beta) (eV) = 7.2538 / 4.7214

***

[4]
Computed, not measured: C5H11NO in the gas phase, with ωB97M-V/def2-TZVPD.

```
18
C5H11NO, DFT ωB97M-V/def2-TZVPD
C -0.281 -2.118 -0.682
C -0.343 -0.632 -0.925
C -1.594 0.163 -0.837
N -0.585 0.249 0.206
C 0.206 1.472 0.254
C 1.277 1.351 1.373
O 1.483 0.016 1.773
H 0.709 -2.395 -0.303
H -0.460 -2.667 -1.614
H -1.031 -2.428 0.052
H 0.389 -0.260 -1.645
H -2.529 -0.316 -0.550
H -1.702 1.018 -1.506
H 0.673 1.680 -0.724
H -0.471 2.305 0.476
H 2.243 1.723 1.012
H 0.981 1.983 2.227
H 0.601 -0.392 1.756
```

Properties
- net charge = 0
- SMILES = C[C@H]1CN1CCO
- energy relative to the best compared isomer or geometry (same formula, charge and spin) (kcal per mole) = 49.3
- DFT total energy (hartree) = -327.0528
- LUMO level (eV) = 1.15
- multiplicity = 1
- HOMO-LUMO gap (eV) = 10.5800

***

[5]
Computed, not measured: 2 unconnected molecules or ions with the total composition C6H8N5O, with ωB97M-V/def2-TZVPD.

```
20
C6H8N5O, DFT ωB97M-V/def2-TZVPD
C 1.487 -0.252 -0.466
C 1.184 1.148 -0.226
C -0.373 -1.882 -0.766
C -1.191 1.788 -0.291
C -1.721 -1.740 -0.254
C -2.252 1.018 0.056
N 0.593 -1.174 -0.634
N -0.011 1.613 -0.257
N -2.378 -0.355 -0.404
N -3.462 1.517 0.462
N 4.253 -0.658 0.331
O -2.484 -2.645 0.040
H 2.379 -0.640 0.063
H 1.981 1.625 0.154
H -3.371 -0.676 -0.189
H -3.800 2.440 0.426
H -4.282 0.897 0.666
H 4.672 -1.361 -0.259
H 4.469 -1.049 1.288
H 4.307 0.385 0.262
```

Properties
- net charge = +1
- energy relative to the best compared isomer or geometry (same formula, charge and spin) (kcal per mole) = 151.9
- DFT total energy (hartree) = -581.9791
- LUMO level (alpha / beta) (eV) = -4.94 / -4.94
- multiplicity = 1
- HOMO-LUMO gap (alpha / beta) (eV) = 7.0584 / 7.0589

***

[6]
Computed, not measured: 13 unconnected molecules or ions with the total composition C26H78O13, with ωB97M-V/def2-TZVPD.

```
117
C26H78O13, DFT ωB97M-V/def2-TZVPD
C -0.105 5.486 -2.310
C 0.669 4.204 -2.316
O 0.650 3.646 -3.629
H -1.159 5.281 -2.514
H 0.262 6.208 -3.039
H -0.079 5.954 -1.323
H 0.231 3.490 -1.610
H 1.710 4.368 -2.003
H 0.675 2.683 -3.549
C 2.750 4.876 1.355
C 2.702 3.576 0.604
O 1.502 2.895 0.994
H 1.861 5.475 1.155
H 3.619 5.475 1.060
H 2.868 4.703 2.424
H 3.557 2.969 0.929
H 2.702 3.716 -0.476
H 1.544 1.993 0.642
C 1.998 -3.541 3.154
C 3.045 -3.566 4.247
O 3.055 -2.320 4.945
H 2.223 -2.780 2.411
H 1.005 -3.380 3.581
H 1.931 -4.549 2.738
H 4.013 -3.816 3.807
H 2.763 -4.350 4.960
H 3.953 -2.155 5.244
C -4.642 0.779 -0.888
C -3.592 1.750 -1.430
O -4.111 3.060 -1.624
H -4.663 0.839 0.204
H -4.305 -0.246 -1.081
H -5.635 0.921 -1.303
H -3.220 1.366 -2.389
H -2.769 1.822 -0.724
H -4.701 3.064 -2.382
C -0.922 -0.684 -0.050
C 0.564 -0.817 -0.372
O 1.100 0.505 -0.640
H -1.393 -1.663 0.077
H -1.364 -0.125 -0.870
H -1.045 -0.223 0.929
H 0.651 -1.392 -1.302
H 1.135 -1.288 0.428
H 1.216 0.533 -1.598
C -0.473 0.454 5.273
C 0.096 -0.347 4.117
O -0.977 -1.184 3.577
H 0.278 1.111 5.708
H -0.881 -0.230 6.020
H -1.329 1.026 4.912
H 0.919 -0.980 4.452
H 0.439 0.276 3.292
H -0.966 -2.018 4.053
C 4.519 2.270 -2.063
C 4.237 2.496 -3.529
O 4.553 1.307 -4.257
H 5.511 1.876 -1.864
H 3.693 1.731 -1.599
H 4.515 3.242 -1.559
H 4.850 3.329 -3.898
H 3.195 2.793 -3.693
H 4.554 1.533 -5.192
C -4.262 2.633 2.670
C -3.770 1.254 3.055
O -2.511 1.042 2.459
H -3.620 3.394 3.119
H -5.282 2.833 3.003
H -4.238 2.761 1.586
H -4.485 0.496 2.709
H -3.740 1.199 4.152
H -2.083 0.296 2.906
C -1.781 -2.500 -3.182
C -2.373 -1.708 -4.332
O -1.945 -0.340 -4.191
H -1.800 -3.563 -3.434
H -2.366 -2.365 -2.275
H -0.739 -2.229 -3.012
H -3.462 -1.772 -4.259
H -2.041 -2.074 -5.306
H -2.395 0.198 -4.850
C -0.609 -4.448 0.628
C -1.343 -5.742 0.311
O -0.461 -6.866 0.282
H 0.039 -4.194 -0.211
H 0.006 -4.624 1.508
H -1.343 -3.678 0.860
H -1.934 -5.640 -0.608
H -2.058 -5.997 1.097
H 0.052 -6.858 -0.532
C 4.057 -0.360 1.337
C 4.975 -0.652 2.489
O 5.923 0.437 2.603
H 3.329 -1.160 1.216
H 4.638 -0.221 0.428
H 3.522 0.577 1.507
H 5.563 -1.562 2.306
H 4.446 -0.768 3.439
H 6.525 0.230 3.322
C -4.540 -2.188 1.760
C -4.445 -2.990 0.471
O -5.549 -3.900 0.338
H -4.641 -2.898 2.589
H -5.478 -1.632 1.812
H -3.671 -1.543 1.887
H -3.513 -3.563 0.480
H -4.523 -2.342 -0.397
H -5.413 -4.626 0.954
C 1.439 0.831 -5.618
C 1.296 0.106 -4.301
O 0.461 0.806 -3.394
H 2.012 1.749 -5.498
H 0.446 1.083 -6.000
H 1.897 0.213 -6.392
H 2.280 -0.044 -3.837
H 0.958 -0.931 -4.431
H -0.429 0.412 -3.439
```

Properties
- net charge = 0
- energy relative to the best compared isomer or geometry (same formula, charge and spin) (kcal per mole) = 48.5
- DFT total energy (hartree) = -2015.3903
- LUMO level (eV) = 0.31
- multiplicity = 1
- HOMO-LUMO gap (eV) = 9.4954